No. 1
Computed, not measured: a structure of composition C5H2O, with ωB97M-V with the def2-TZVPD basis set.

Its largest force on an atom is 3.38 eV/A. The molar mass comes out at 78.070 g mol⁻¹. For the total energy, the calculation gives -266.6879 Eh.

Cartesian coordinates (Å):
O1 2.88 -0.06 -0.07
C1 1.69 0.02 -0.11
C2 -0.55 -2.13 -0.60
C3 0.42 -2.38 0.46
C4 0.68 -1.04 0.23
C5 -0.76 -0.88 0.00
H1 -1.62 -0.24 0.28
H2 1.32 0.96 -0.29

Here are the Löwdin charges for atoms 1 to 6, given in e: 0.104 -0.195 0.021 0.084 -0.231 -0.011

=====

No. 2
Computed, not measured: an isolated molecule of C4H10N2O, with ωB97M-V with the def2-TZVPD basis set.

Its SMILES is C[C@@H](N)CC(N)=O. Its largest force on an atom is 3.07 eV/A. The molar mass comes out at 102.137 g mol⁻¹. For the total energy, the calculation gives -343.1562 Eh.

Cartesian coordinates (Å):
O1 -1.64 -2.18 -1.15
N1 0.87 0.36 1.32
N2 -0.76 -2.00 0.97
C1 -1.24 -1.49 -0.25
C2 0.92 1.64 -0.88
C3 0.51 0.35 -0.12
C4 -1.04 -0.01 -0.35
H1 -1.56 0.70 0.33
H2 0.92 1.33 1.63
H3 0.84 1.57 -1.97
H4 1.83 0.07 1.17
H5 -1.26 0.26 -1.38
H6 -1.10 -2.95 0.95
H7 -0.68 -1.32 1.71
H8 1.09 -0.47 -0.59
H9 0.28 2.49 -0.62
H10 2.00 1.63 -0.78

Here are the Löwdin charges for atoms 1 to 6, given in e: 0.054 0.024 0.144 -0.565 -0.071 -0.426

=====

No. 3
Computed, not measured: a structure of composition C3H4GaO4, with ωB97M-V with the def2-TZVPD basis set.

The spin multiplicity is 2. As for the total charge: +2. Its largest force on an atom is 7.70 eV/A. The molar mass comes out at 173.784 g mol⁻¹. For the total energy, the calculation gives -2341.6482 Eh.

Cartesian coordinates (Å):
Ga1 3.89 0.46 0.14
O1 -1.47 1.08 0.84
O2 2.51 -0.51 0.15
O3 0.69 0.74 -0.26
O4 0.47 -1.38 0.21
C1 -0.74 0.52 -0.35
C2 -0.87 -0.95 -0.07
C3 1.30 -0.39 0.00
H1 -1.11 0.91 -1.30
H2 -1.30 -1.56 -0.87
H3 -1.85 1.92 0.57
H4 -1.52 -0.83 0.94

Here are the Löwdin charges for atoms 1 to 6, given in e: 1.452 0.038 0.082 0.179 0.196 -0.183

=====

No. 4
Computed, not measured: a structure of composition C45H76AlF12NO24P2, with ωB97M-V with the def2-TZVPD basis set.

The spin multiplicity is 2. As for the total charge: +1. Its largest force on an atom is 9.24 eV/A. The molar mass comes out at 1331.992 g mol⁻¹. For the total energy, the calculation gives -5744.0494 Eh.

Cartesian coordinates (Å):
P1 -0.50 0.20 0.06
P2 -2.01 0.18 -5.11
Al1 0.99 1.62 -3.00
F1 -0.11 -1.24 0.71
F2 -2.06 1.06 -6.48
F3 -0.47 1.06 1.41
F4 -1.50 1.47 -4.39
F5 -3.48 0.53 -4.69
F6 -0.83 1.60 -0.67
F7 -2.30 -1.15 -6.09
F8 -1.89 -0.63 -3.74
F9 1.12 0.52 -0.27
F10 -0.39 -0.09 -5.39
F11 -0.44 -0.47 -1.46
F12 -2.14 -0.08 0.15
O1 -0.93 3.73 -2.10
O2 3.97 0.86 -2.38
O3 1.46 -3.58 -4.00
O4 -2.00 5.58 -2.69
O5 -2.97 3.64 -3.00
O6 1.59 -1.57 -2.94
O7 2.16 4.33 1.45
O8 1.83 2.51 5.39
O9 1.86 -3.59 -1.87
O10 -6.53 0.08 -2.65
O11 -2.69 1.28 6.21
O12 -3.36 3.18 7.22
O13 2.05 1.84 3.24
O14 -4.64 -1.50 2.82
O15 -0.82 -6.21 3.10
O16 -5.99 1.87 -1.63
O17 0.86 -4.91 3.80
O18 0.37 -6.74 5.04
O19 -7.72 2.03 -3.12
O20 1.63 3.24 -0.50
O21 0.24 4.82 0.55
O22 -1.88 -5.18 -1.87
O23 -2.28 3.12 5.07
O24 3.58 1.30 4.66
N1 4.99 1.17 -1.42
C1 -2.30 -0.40 4.62
C2 -5.07 0.92 -1.03
C3 0.15 -6.04 4.10
C4 0.30 -4.23 2.72
C5 1.28 -4.94 -3.67
C6 -4.65 -3.76 2.17
C7 2.38 6.13 3.03
C8 -3.30 -3.37 -2.26
C9 -6.02 -1.96 3.00
C10 -5.42 -0.25 -1.94
C11 -1.93 4.34 -2.53
C12 -0.80 -5.14 2.16
C13 -5.81 -3.44 3.10
C14 7.52 1.80 0.17
C15 -3.93 -2.46 1.93
C16 2.98 1.09 2.48
C17 6.64 -0.68 -1.76
C18 1.67 -2.79 -2.97
C19 0.22 5.44 1.80
C20 1.41 4.05 0.46
C21 -1.75 2.07 4.20
C22 -3.38 5.91 -2.99
C23 -5.56 0.80 0.47
C24 1.52 4.99 2.48
C25 -1.79 0.93 5.18
C26 -3.97 -4.70 -2.59
C27 4.89 -0.33 3.46
C28 4.72 -0.96 -0.12
C29 2.42 -5.61 -4.56
C30 6.57 0.61 0.46
C31 -3.41 6.98 -4.08
C32 -2.80 -5.63 -2.84
C33 2.48 1.84 4.53
C34 6.36 2.42 -3.03
C35 -2.84 2.63 6.27
C36 5.70 2.45 -1.68
C37 1.36 -3.97 1.72
C38 6.81 2.86 -0.62
C39 -4.03 4.53 -3.35
C40 1.37 -4.88 -2.09
C41 -2.07 -3.85 -1.42
C42 4.18 1.04 3.42
C43 -6.84 1.37 -2.46
C44 4.66 3.60 -1.43
C45 5.67 0.07 -0.72
H1 7.00 1.58 -3.29
H2 5.64 -0.23 4.24
H3 0.47 -5.22 -1.57
H4 -4.04 6.32 -2.22
H5 -2.74 7.83 -3.98
H6 -6.60 -1.64 2.14
H7 3.33 -5.04 -4.42
H8 -5.54 -1.24 -1.50
H9 6.48 3.58 0.12
H10 3.69 3.41 -1.88
H11 -4.33 7.49 -4.34
H12 5.96 -1.18 -2.44
H13 -6.68 -4.04 2.82
H14 -0.48 -5.51 1.18
H15 5.25 -0.62 2.47
H16 -4.41 -5.04 -1.65
H17 -1.69 -0.69 3.77
H18 4.77 4.61 -1.82
H19 -2.42 -5.59 -3.86
H20 2.00 6.34 4.03
H21 -6.57 -1.66 3.90
H22 -3.27 6.53 -5.07
H23 -1.23 -3.16 -1.53
H24 6.87 3.34 -3.33
H25 0.25 6.50 1.52
H26 2.55 -6.69 -4.45
H27 -0.70 5.26 2.36
H28 2.14 -5.63 -1.92
H29 7.63 3.35 -1.15
H30 -4.71 0.57 1.10
H31 -2.45 -3.90 -0.40
H32 -5.09 -4.21 1.28
H33 7.23 0.04 -2.34
H34 3.33 1.42 1.50
H35 -4.20 4.33 -4.41
H36 5.13 -1.59 0.66
H37 7.13 -0.12 1.04
H38 2.23 -5.58 -5.63
H39 2.13 -3.41 2.25
H40 -4.08 -2.18 0.89
H41 -3.98 1.02 -1.09
H42 1.29 4.31 3.31
H43 -2.98 -2.97 -3.23
H44 -2.21 -1.18 5.37
H45 -3.30 -0.29 4.19
H46 -5.90 1.73 0.93
H47 -2.38 1.79 3.35
H48 4.90 1.81 3.12
H49 7.93 2.03 1.15
H50 2.36 6.93 2.29
H51 5.82 1.04 1.13
H52 8.30 1.43 -0.49
H53 -5.57 -3.68 4.14
H54 -4.64 -4.71 -3.45
H55 -3.78 -2.64 -1.62
H56 -0.79 0.66 5.55
H57 -4.74 -0.24 -2.79
H58 -3.13 -6.66 -2.93
H59 0.02 -3.31 3.23
H60 2.10 -4.76 1.57
H61 2.55 0.12 2.24
H62 4.44 3.55 -0.36
H63 0.27 -5.29 -3.87
H64 -4.86 4.33 -2.68
H65 5.52 2.33 -3.72
H66 4.19 -1.56 -0.86
H67 -0.74 2.38 3.96
H68 3.44 5.94 3.20
H69 7.19 -1.36 -1.11
H70 3.89 -0.41 0.33
H71 -6.36 0.05 0.54
H72 1.11 -3.51 0.77
H73 -4.07 -4.59 2.58
H74 -2.86 -2.36 2.12
H75 4.30 -1.13 3.90
H76 -1.68 -4.54 1.96

Here are the Löwdin charges for atoms 1 to 6, given in e: 0.286 0.141 1.360 -0.141 -0.160 -0.118

=====

No. 5
Computed, not measured: a structure of composition CH3ClN2O2, with ωB97M-V with the def2-TZVPD basis set.

Its largest force on an atom is 6.03 eV/A. The molar mass comes out at 110.500 g mol⁻¹. For the total energy, the calculation gives -759.7837 Eh.

Cartesian coordinates (Å):
Cl1 -1.85 0.92 0.52
O1 -0.01 -2.05 0.78
O2 -0.18 0.00 1.56
N1 0.35 -0.85 0.82
N2 -1.18 1.00 -0.94
C1 1.10 -0.41 -0.21
H1 1.08 -1.06 -1.08
H2 1.46 0.62 -0.41
H3 -0.78 1.82 -1.05

Here are the Löwdin charges for atoms 1 to 6, given in e: 0.825 -0.004 -0.195 -0.490 -0.362 0.120

=====

No. 6
Computed, not measured: a structure of composition C39H52BrN3O5PtSi4, with ωB97M-V with the def2-TZVPD basis set.

Its largest force on an atom is 1.04 eV/A. The molar mass comes out at 1030.187 g mol⁻¹. For the total energy, the calculation gives -5909.2507 Eh.

Cartesian coordinates (Å):
Pt1 0.84 -0.48 0.45
Br1 -5.98 -3.64 1.28
Si1 0.68 -2.04 2.12
Si2 2.55 -1.49 -0.71
Si3 1.54 -1.22 4.17
Si4 -0.20 -4.21 1.87
O1 -1.34 -1.50 -1.90
O2 0.20 1.14 -1.97
O3 0.90 2.44 -0.30
O4 0.38 1.62 1.72
O5 -2.14 -0.18 0.34
N1 -1.41 -3.67 -3.43
N2 -3.23 -4.95 -3.21
N3 1.28 5.09 -0.57
C1 0.90 6.18 -1.40
C2 -0.26 6.93 -1.18
C3 -2.57 -3.92 -2.75
C4 1.29 5.16 3.63
C5 -0.23 -4.58 0.04
C6 -3.93 -1.77 0.68
C7 1.71 6.42 -2.50
C8 -4.53 -2.96 0.26
C9 0.75 2.55 1.02
C10 -1.77 8.84 -1.87
C11 -1.22 6.62 -0.07
C12 -2.48 -5.41 -4.27
C13 0.23 -0.25 5.07
C14 1.05 3.89 1.57
C15 0.28 8.22 -3.16
C16 0.68 1.09 -0.87
C17 2.01 -2.22 -2.35
C18 1.49 6.26 1.50
C19 -0.62 -5.93 -6.26
C20 2.12 -2.64 5.25
C21 -2.39 -1.96 -1.18
C22 -2.70 -6.48 -5.14
C23 -2.84 -1.29 -0.03
C24 -2.64 0.55 1.45
C25 1.40 7.43 -3.39
C26 -1.92 -4.34 2.61
C27 -0.55 7.98 -2.07
C28 3.00 -0.13 3.74
C29 1.26 5.06 0.80
C30 3.89 -0.22 -1.02
C31 -4.08 -3.65 -0.83
C32 3.34 -2.88 0.28
C33 -1.33 -4.61 -4.43
C34 -3.01 -3.14 -1.58
C35 1.50 6.31 2.87
C36 0.96 -5.38 2.76
C37 -0.38 -4.86 -5.42
C38 -1.77 -6.73 -6.12
C39 1.07 3.97 2.97
H1 -4.31 -1.26 1.54
H2 1.70 7.26 3.36
H3 3.01 0.76 4.38
H4 2.88 -2.44 -2.97
H5 0.66 0.23 5.95
H6 -0.22 -3.66 -0.55
H7 -1.91 1.32 1.67
H8 -0.59 -0.89 5.40
H9 -2.65 -3.75 2.04
H10 2.62 -2.25 6.15
H11 -0.97 7.14 0.86
H12 1.98 -5.29 2.38
H13 4.13 0.32 -0.10
H14 0.98 -5.17 3.84
H15 3.95 -0.66 3.89
H16 3.59 0.51 -1.77
H17 1.67 7.16 0.91
H18 1.29 -3.27 5.58
H19 3.70 -2.52 1.25
H20 -2.69 8.27 -2.01
H21 1.30 5.20 4.71
H22 2.95 0.21 2.71
H23 4.80 -0.71 -1.37
H24 2.84 -3.27 4.73
H25 4.19 -3.30 -0.26
H26 1.38 4.21 -1.04
H27 -1.23 5.55 0.16
H28 -1.80 9.28 -0.87
H29 0.03 9.02 -3.85
H30 -0.19 0.54 4.43
H31 -3.59 -7.09 -5.03
H32 -3.61 0.99 1.22
H33 2.62 -3.69 0.46
H34 -4.54 -4.57 -1.16
H35 2.03 7.62 -4.24
H36 0.50 -4.23 -5.53
H37 -1.14 -5.14 -0.23
H38 2.59 5.82 -2.64
H39 -1.78 9.65 -2.60
H40 -1.16 -0.55 -1.79
H41 0.63 -5.18 -0.25
H42 0.09 -6.16 -7.04
H43 0.91 3.06 3.52
H44 0.63 -6.41 2.62
H45 1.36 -1.54 -2.90
H46 1.47 -3.16 -2.17
H47 -1.94 -4.01 3.64
H48 -2.24 6.90 -0.34
H49 -1.92 -7.55 -6.80
H50 -2.25 -5.38 2.58
H51 -2.74 -0.10 2.33
H52 -0.80 -2.90 -3.25

Here are the Löwdin charges for atoms 1 to 6, given in e: 0.631 0.743 0.565 0.286 0.331 0.339

=====

No. 7
Computed, not measured: a structure of composition C6H11NO5P, with ωB97M-V with the def2-TZVPD basis set.

As for the total charge: -1. Its largest force on an atom is 4.04 eV/A. The molar mass comes out at 208.130 g mol⁻¹. For the total energy, the calculation gives -1007.5893 Eh.

Cartesian coordinates (Å):
P1 0.83 -0.75 -1.45
O1 1.11 -2.02 -0.76
O2 -0.52 -0.14 -1.44
O3 -1.94 -3.16 -0.92
O4 1.91 -0.16 -2.29
O5 -0.93 1.89 1.93
N1 1.31 0.48 0.96
C1 -0.76 -2.53 -3.05
C2 0.40 -0.13 1.87
C3 -0.24 2.41 0.77
C4 1.21 1.96 0.92
C5 -1.01 0.47 1.72
C6 -1.31 -2.85 -1.88
H1 1.63 2.27 1.82
H2 1.81 2.27 0.00
H3 -1.61 -0.06 2.43
H4 0.31 -1.21 1.71
H5 -0.72 2.11 -0.15
H6 -0.13 -1.61 -3.12
H7 0.57 0.00 3.00
H8 1.15 0.03 0.12
H9 -1.47 0.32 0.75
H10 -0.42 3.44 0.99
H11 -1.17 -3.04 -3.92

Here are the Löwdin charges for atoms 1 to 6, given in e: 0.164 -0.293 -0.309 0.119 -0.325 -0.161

=====

No. 8
Computed, not measured: an isolated molecule of C5H6N4O, with ωB97M-V with the def2-TZVPD basis set.

Its SMILES is [H]/N=C(\NC#N)NC(=O)C=C. Its largest force on an atom is 4.42 eV/A. The molar mass comes out at 138.130 g mol⁻¹. For the total energy, the calculation gives -488.3239 Eh.

Cartesian coordinates (Å):
O1 -0.05 2.05 -1.30
N1 -1.63 -1.88 -0.18
N2 -0.39 0.10 -0.70
N3 -1.62 -3.48 -2.04
N4 -0.23 -1.04 1.36
C1 -1.64 -2.64 -1.24
C2 2.16 2.36 0.48
C3 -0.67 -0.95 0.15
C4 0.27 1.22 -0.43
C5 1.16 1.44 0.65
H1 1.13 0.87 1.58
H2 2.25 2.89 -0.44
H3 -2.35 -2.02 0.52
H4 2.83 2.79 1.30
H5 -0.76 0.17 -1.61
H6 -0.47 -1.87 1.90

Here are the Löwdin charges for atoms 1 to 6, given in e: 0.052 0.075 0.165 0.149 0.145 -0.321

=====

No. 9
Computed, not measured: an isolated molecule of C5H12O2, with ωB97M-V with the def2-TZVPD basis set.

Its SMILES is CO[C@@H](C)CCO. Its largest force on an atom is 0.43 eV/A. The molar mass comes out at 104.149 g mol⁻¹. For the total energy, the calculation gives -348.1629 Eh.

Cartesian coordinates (Å):
O1 1.25 -2.35 -0.52
O2 -0.42 -0.47 0.96
C1 -0.18 0.38 -0.16
C2 -0.46 1.85 0.16
C3 1.27 0.11 -0.58
C4 -1.70 -0.34 1.53
C5 1.47 -1.21 -1.32
H1 0.50 -2.14 0.06
H2 -1.52 2.10 0.05
H3 0.82 -1.21 -2.21
H4 1.60 0.93 -1.23
H5 1.90 0.13 0.32
H6 0.10 2.50 -0.53
H7 -1.76 -1.04 2.37
H8 2.50 -1.27 -1.68
H9 -0.85 0.06 -0.98
H10 -0.15 2.10 1.18
H11 -1.86 0.68 1.92
H12 -2.50 -0.57 0.81

Here are the Löwdin charges for atoms 1 to 6, given in e: -0.062 -0.188 -0.407 -0.051 -0.137 -0.101

=====

No. 10
Computed, not measured: a structure of composition C24H28O14S3Zn, with ωB97M-V with the def2-TZVPD basis set.

As for the total charge: -2. Its largest force on an atom is 7.50 eV/A. The molar mass comes out at 702.065 g mol⁻¹. For the total energy, the calculation gives -4958.5069 Eh.

Cartesian coordinates (Å):
Zn1 -0.51 -0.45 -0.82
S1 1.63 -0.55 -3.51
S2 1.08 -3.48 0.10
S3 1.33 0.66 1.68
O1 -4.33 3.66 0.38
O2 -2.38 5.77 0.99
O3 0.91 0.29 0.35
O4 2.27 -3.96 -0.57
O5 0.43 -2.21 -0.30
O6 -1.62 -0.53 0.86
O7 1.74 -0.40 2.64
O8 -1.94 -1.61 -1.54
O9 -6.01 0.81 1.05
O10 0.94 3.23 -1.20
O11 0.79 -0.59 -2.34
O12 -0.99 1.19 -1.61
O13 -6.48 -0.78 -1.49
O14 1.18 -0.81 -4.85
C1 -1.32 2.32 -1.10
C2 -0.72 -4.66 1.65
C3 -0.19 -4.85 0.24
C4 3.58 0.90 -2.50
C5 3.21 -1.51 -3.19
C6 2.01 2.85 3.05
C7 2.41 1.13 -3.51
C8 -0.21 3.44 -0.82
C9 -5.37 -0.64 -0.87
C10 0.52 2.93 2.97
C11 4.25 -0.45 -2.88
C12 1.40 -3.44 1.92
C13 0.60 -4.56 2.50
C14 -2.79 -0.67 0.47
C15 -2.05 4.72 0.34
C16 2.46 2.16 1.72
C17 -3.06 3.64 0.03
C18 -5.16 0.01 0.50
C19 -3.03 -1.33 -0.93
C20 -0.75 4.57 -0.07
C21 -0.02 1.60 2.46
C22 -4.36 -1.29 -1.48
C23 -3.98 -0.06 1.13
C24 -2.69 2.54 -0.63
H1 -1.37 -5.48 1.96
H2 1.01 -2.50 2.31
H3 3.09 0.94 -1.53
H4 2.20 2.79 0.87
H5 -0.92 -4.62 -0.53
H6 0.25 -5.83 0.07
H7 0.08 3.14 3.95
H8 0.20 3.81 2.42
H9 4.90 -0.39 -3.75
H10 1.58 1.81 -3.31
H11 -3.37 1.75 -0.91
H12 -4.48 -1.66 -2.49
H13 4.29 1.73 -2.48
H14 0.45 -4.49 3.57
H15 -3.86 0.22 2.17
H16 2.33 2.20 3.86
H17 -0.01 5.31 0.21
H18 2.97 -2.27 -2.45
H19 -1.40 -3.83 1.84
H20 2.47 -3.48 2.11
H21 2.86 1.26 -4.49
H22 2.48 3.83 3.14
H23 3.36 -2.08 -4.11
H24 1.06 -5.54 2.45
H25 4.92 -0.79 -2.09
H26 -0.79 1.90 1.75
H27 3.47 1.75 1.58
H28 -0.54 0.89 3.09

Here are the Löwdin charges for atoms 1 to 6, given in e: 0.524 0.757 0.790 0.788 -0.031 -0.075

=====

No. 11
Computed, not measured: an isolated molecule of C3H3NO2, with ωB97M-V with the def2-TZVPD basis set.

Its SMILES is N#CCOC=O. Its largest force on an atom is 1.13 eV/A. The molar mass comes out at 85.062 g mol⁻¹. For the total energy, the calculation gives -321.3317 Eh.

Cartesian coordinates (Å):
O1 1.83 -0.59 0.94
O2 0.47 0.35 -0.61
N1 -2.75 1.14 -0.05
C1 -1.81 0.48 -0.06
C2 1.65 0.16 0.01
C3 -0.62 -0.38 -0.06
H1 2.41 0.80 -0.45
H2 -0.80 -1.27 -0.67
H3 -0.38 -0.70 0.96

Here are the Löwdin charges for atoms 1 to 6, given in e: 0.082 -0.019 0.159 -0.165 -0.323 -0.155

=====

No. 12
Computed, not measured: a cluster of 6 separate species, C9H28ClO9 in total, with ωB97M-V with the def2-TZVPD basis set.

As for the total charge: -1. Its largest force on an atom is 2.05 eV/A. The molar mass comes out at 315.767 g mol⁻¹. For the total energy, the calculation gives -1496.8432 Eh.

Cartesian coordinates (Å):
Cl1 -0.70 -0.22 1.24
O1 0.65 -3.81 0.40
O2 0.15 3.01 -2.06
O3 -0.97 -1.37 0.39
O4 -0.04 0.12 -2.45
O5 -3.21 -1.69 3.91
O6 2.32 2.07 2.99
O7 -1.92 0.24 1.85
O8 -0.12 0.81 0.43
O9 0.13 -0.68 2.32
C1 1.92 -3.19 0.32
C2 2.96 -4.25 0.68
C3 -3.67 -2.96 3.48
C4 -1.36 -0.28 -2.81
C5 -0.78 4.96 -2.96
C6 2.21 -2.65 -1.09
C7 -1.69 3.98 -0.85
C8 -1.13 3.67 -2.23
C9 3.18 1.79 1.90
H1 2.86 -4.46 1.75
H2 1.58 1.47 2.87
H3 -1.01 4.66 -0.34
H4 -1.86 3.08 -0.26
H5 -0.56 4.82 -4.01
H6 -4.66 -2.93 3.02
H7 -2.69 4.42 -0.92
H8 0.00 -3.09 0.33
H9 -1.37 -0.47 -3.89
H10 -1.46 5.81 -2.79
H11 1.93 -2.34 1.02
H12 3.13 -2.06 -1.05
H13 -3.65 -3.67 4.31
H14 0.11 5.37 -2.46
H15 -1.64 -1.19 -2.29
H16 2.36 -3.48 -1.78
H17 1.42 -2.01 -1.47
H18 0.00 2.04 -2.02
H19 -2.10 0.49 -2.58
H20 -3.00 -3.36 2.71
H21 3.24 0.71 1.74
H22 2.86 2.19 0.93
H23 2.71 -5.14 0.10
H24 4.01 -4.01 0.54
H25 -2.66 -1.37 3.18
H26 -1.76 2.92 -2.72
H27 4.19 2.12 2.11
H28 0.09 -0.05 -1.51

Here are the Löwdin charges for atoms 1 to 6, given in e: 0.659 -0.061 -0.087 -0.373 -0.144 -0.123